(1)
{
  "formula": "C23H27NO6",
  "method": "the ωB97M-V functional and the def2-TZVPD basis",
  "e_lumo_ev": 0.1,
  "energy_ha": -1398.9208,
  "gap_ha": 0.3012,
  "multiplicity": 1,
  "de_lowest_kj_mol": 0.0,
  "symbols": ["C", "C", "C", "C", "C", "N", "C", "O", "C", "C", "C", "C", "C", "C", "C", "C", "C", "C", "C", "O", "C", "C", "C", "C", "O", "C", "O", "C", "O", "O", "H", "H", "H", "H", "H", "H", "H", "H", "H", "H", "H", "H", "H", "H", "H", "H", "H", "H", "H", "H", "H", "H", "H", "H", "H", "H", "H"],
  "coordinates": [[-2.858, -3.848, 0.599], [-4.178, -3.312, 0.057], [-4.525, -1.921, 0.589], [-3.534, -0.857, 0.126], [-4.041, 0.585, 0.350], [-3.095, 1.538, -0.186], [-2.899, 1.699, -1.509], [-3.526, 1.094, -2.354], [-1.799, 2.702, -1.837], [-0.509, 2.345, -1.155], [0.250, 1.264, -1.469], [-0.149, 0.291, -2.534], [1.490, 1.038, -0.758], [2.337, -0.037, -1.031], [3.510, -0.163, -0.310], [4.592, -1.107, -0.310], [4.705, -2.307, -1.184], [5.461, -0.677, 0.643], [6.758, -1.234, 1.110], [5.022, 0.467, 1.253], [3.840, 0.786, 0.683], [3.030, 1.865, 0.990], [3.374, 2.871, 2.040], [1.850, 1.963, 0.248], [1.049, 3.014, 0.560], [-0.125, 3.246, -0.070], [-0.798, 4.182, 0.305], [-4.185, 0.853, 1.833], [-3.320, 1.330, 2.518], [-5.372, 0.484, 2.309], [-2.699, -4.869, 0.260], [-2.864, -3.847, 1.687], [-2.022, -3.244, 0.259], [-4.980, -3.999, 0.337], [-4.136, -3.278, -1.033], [-5.522, -1.651, 0.236], [-4.558, -1.953, 1.680], [-2.577, -0.967, 0.638], [-3.369, -0.961, -0.948], [-5.010, 0.701, -0.148], [-2.553, 2.063, 0.487], [-2.107, 3.687, -1.477], [-1.681, 2.741, -2.921], [-0.201, -0.713, -2.116], [-1.118, 0.532, -2.955], [0.591, 0.288, -3.333], [2.090, -0.758, -1.791], [3.891, -3.001, -0.977], [4.641, -2.017, -2.232], [5.649, -2.817, -1.016], [6.607, -2.184, 1.621], [7.429, -1.402, 0.269], [7.219, -0.534, 1.801], [2.577, 2.925, 2.780], [4.306, 2.599, 2.526], [3.472, 3.859, 1.594], [-5.425, 0.647, 3.265]],
  "nbo_charge": [-0.6078, -0.3863, -0.3988, -0.4002, -0.1477, -0.6217, 0.6968, -0.6381, -0.5304, -0.1584, 0.0973, -0.6682, -0.0771, -0.1986, -0.1147, -0.0976, -0.6298, 0.3128, -0.6658, -0.4358, 0.3656, -0.0999, -0.6312, 0.3076, -0.4549, 0.7532, -0.5907, 0.7956, -0.5969, -0.6738, 0.2104, 0.2007, 0.1995, 0.2006, 0.1962, 0.2069, 0.1966, 0.2073, 0.2319, 0.2317, 0.4291, 0.2712, 0.2397, 0.2301, 0.2462, 0.2307, 0.2169, 0.2201, 0.2195, 0.2204, 0.2299, 0.2300, 0.2385, 0.2333, 0.2260, 0.2307, 0.5014]
}


(2)
{
  "formula": "C10H30CeOP2SSi",
  "method": "the ωB97M-V functional and the def2-TZVPD basis",
  "e_lumo_ev": -0.2,
  "energy_ha": -2319.6423,
  "gap_ha": 0.2261,
  "multiplicity": 1,
  "symbols": ["Ce", "Si", "P", "P", "H", "C", "H", "H", "H", "C", "H", "H", "H", "C", "H", "H", "H", "C", "H", "H", "H", "C", "H", "H", "H", "C", "H", "H", "H", "C", "H", "H", "H", "H", "H", "C", "O", "C", "H", "H", "H", "C", "H", "H", "H", "S"],
  "coordinates": [[0.583, -0.121, 1.390], [-1.993, 0.487, 0.084], [-0.554, -2.730, 0.778], [0.353, 2.760, 1.195], [2.414, -0.164, 1.020], [0.722, -4.010, 1.065], [0.293, -5.012, 0.904], [1.091, -3.935, 2.098], [1.573, -3.859, 0.389], [-1.157, -3.229, -0.877], [-1.365, -4.310, -0.886], [-0.400, -3.005, -1.643], [-2.071, -2.675, -1.132], [-1.908, -3.333, 1.853], [-2.051, -4.410, 1.698], [-2.833, -2.787, 1.623], [-1.645, -3.129, 2.901], [2.032, 3.372, 1.604], [2.032, 4.474, 1.600], [2.760, 2.999, 0.872], [2.329, 3.011, 2.598], [0.067, 3.643, -0.383], [0.302, 4.711, -0.257], [-0.978, 3.528, -0.701], [0.709, 3.221, -1.168], [-0.668, 3.746, 2.348], [-0.349, 4.796, 2.322], [-0.552, 3.336, 3.360], [-1.726, 3.660, 2.067], [-2.351, 0.654, -1.783], [-2.086, -0.268, -2.316], [-1.799, 1.501, -2.211], [-3.429, 0.837, -1.907], [-2.955, -0.606, 0.460], [-2.588, 1.765, 0.601], [1.553, -0.262, -1.806], [0.756, 0.142, -0.913], [2.533, -1.348, -1.588], [3.312, -1.271, -2.359], [2.056, -2.343, -1.707], [3.025, -1.306, -0.600], [1.441, 0.259, -3.197], [2.361, 0.796, -3.468], [0.584, 0.919, -3.335], [1.361, -0.582, -3.899], [-0.779, 0.079, 3.306]],
  "lowdin_charge": [-0.2010, 0.4323, 0.7172, 0.6993, -0.1589, -0.2706, 0.0502, 0.0519, 0.0334, -0.2596, 0.0496, 0.0335, 0.0416, -0.2630, 0.0466, 0.0402, 0.0412, -0.2753, 0.0466, 0.0422, 0.0492, -0.2627, 0.0479, 0.0382, 0.0397, -0.2649, 0.0455, 0.0371, 0.0416, -0.3456, -0.0028, -0.0057, 0.0094, -0.0896, -0.0840, -0.4181, -0.2744, -0.0291, 0.0941, 0.1000, 0.0518, 0.0017, 0.1033, 0.0865, 0.1026, 0.0314]
}


(3)
{
  "formula": "C34H84Cl2O16",
  "method": "the ωB97M-V functional and the def2-TZVPD basis",
  "e_lumo_ev": 0.4,
  "energy_ha": -3469.6037,
  "gap_ha": 0.3526,
  "multiplicity": 1,
  "de_lowest_kj_mol": 1.9,
  "symbols": ["C", "O", "C", "C", "O", "C", "H", "H", "H", "H", "H", "H", "H", "H", "H", "H", "C", "O", "C", "C", "O", "C", "H", "H", "H", "H", "H", "H", "H", "H", "H", "H", "C", "O", "C", "C", "O", "C", "H", "H", "H", "H", "H", "H", "H", "H", "H", "H", "C", "O", "C", "C", "O", "C", "H", "H", "H", "H", "H", "H", "H", "H", "H", "H", "C", "O", "C", "C", "O", "C", "H", "H", "H", "H", "H", "H", "H", "H", "H", "H", "C", "O", "C", "C", "O", "C", "H", "H", "H", "H", "H", "H", "H", "H", "H", "H", "C", "O", "C", "C", "O", "C", "H", "H", "H", "H", "H", "H", "H", "H", "H", "H", "C", "O", "C", "C", "O", "C", "H", "H", "H", "H", "H", "H", "H", "H", "H", "H", "Cl", "C", "C", "Cl", "H", "H", "H", "H"],
  "coordinates": [[-1.700, -4.366, -2.393], [-1.033, -4.001, -3.546], [-0.441, -2.730, -3.548], [-1.510, -1.581, -3.636], [-2.544, -1.824, -4.590], [-3.696, -1.111, -4.314], [-2.091, -5.371, -2.550], [-2.531, -3.723, -2.104], [-1.044, -4.415, -1.524], [0.257, -2.751, -4.385], [0.163, -2.607, -2.649], [-1.084, -0.604, -3.864], [-1.987, -1.537, -2.657], [-3.631, -0.032, -4.169], [-4.276, -1.496, -3.475], [-4.357, -1.360, -5.145], [5.024, -0.634, -5.293], [6.387, -0.862, -5.060], [7.136, -1.400, -6.170], [8.561, -1.708, -5.701], [9.478, -0.595, -5.619], [10.735, -0.938, -5.076], [4.638, -0.113, -4.418], [4.389, -1.520, -5.322], [4.844, -0.053, -6.197], [7.173, -0.721, -7.022], [6.665, -2.310, -6.540], [9.077, -2.388, -6.379], [8.485, -2.212, -4.738], [11.315, -0.014, -5.068], [11.270, -1.689, -5.657], [10.626, -1.317, -4.060], [-0.586, 6.407, 1.102], [-1.360, 5.560, 1.975], [-1.224, 4.161, 1.563], [0.182, 3.525, 1.614], [0.985, 3.878, 0.516], [2.276, 3.335, 0.538], [-1.121, 6.515, 0.159], [0.466, 6.128, 1.034], [-0.620, 7.429, 1.482], [-1.547, 4.043, 0.528], [-1.986, 3.606, 2.110], [-0.004, 2.452, 1.653], [0.709, 3.746, 2.542], [2.270, 2.277, 0.802], [2.860, 3.947, 1.225], [2.816, 3.417, -0.405], [-5.355, 3.382, -1.811], [-5.166, 4.758, -1.796], [-4.079, 5.165, -1.016], [-3.905, 6.711, -1.197], [-3.503, 7.070, -2.502], [-3.224, 8.431, -2.843], [-5.425, 2.981, -0.800], [-4.485, 2.963, -2.318], [-6.323, 3.130, -2.244], [-3.182, 4.692, -1.416], [-4.160, 4.983, 0.056], [-3.238, 7.177, -0.471], [-4.857, 7.223, -1.057], [-3.002, 9.132, -2.039], [-4.009, 8.852, -3.471], [-2.406, 8.538, -3.555], [-2.670, 1.063, 0.403], [-1.303, 0.824, 0.061], [-0.939, -0.558, 0.175], [0.479, -0.744, -0.377], [0.699, -0.469, -1.752], [2.125, -0.336, -2.107], [-2.868, 2.135, 0.405], [-2.810, 0.725, 1.430], [-3.336, 0.508, -0.257], [-1.592, -1.133, -0.481], [-1.006, -0.918, 1.202], [0.828, -1.767, -0.239], [1.126, -0.143, 0.262], [2.663, 0.309, -1.413], [2.261, 0.010, -3.131], [2.545, -1.335, -1.988], [-2.028, -4.709, 5.486], [-2.186, -4.767, 4.086], [-2.325, -3.528, 3.447], [-2.021, -3.771, 1.941], [-0.750, -4.252, 1.447], [0.397, -3.709, 1.975], [-2.865, -4.241, 6.006], [-1.125, -4.144, 5.717], [-1.939, -5.707, 5.915], [-1.600, -2.752, 3.692], [-3.313, -3.094, 3.599], [-2.328, -2.933, 1.314], [-2.687, -4.549, 1.567], [1.292, -3.915, 1.389], [0.536, -4.015, 3.012], [0.255, -2.628, 1.944], [0.620, 0.186, 3.792], [-0.515, -0.118, 4.518], [-1.181, 1.067, 5.044], [-2.004, 0.661, 6.355], [-1.049, 0.299, 7.426], [-1.616, -0.411, 8.537], [1.475, 0.481, 4.400], [0.406, 0.831, 2.939], [0.930, -0.796, 3.437], [-1.784, 1.492, 4.241], [-0.508, 1.902, 5.239], [-2.602, -0.236, 6.191], [-2.667, 1.492, 6.595], [-2.447, 0.100, 9.023], [-0.873, -0.705, 9.279], [-2.003, -1.370, 8.193], [2.987, -4.444, -1.742], [2.885, -3.755, -0.506], [4.091, -3.835, 0.221], [4.012, -3.013, 1.478], [3.920, -1.649, 1.155], [4.229, -0.706, 2.158], [1.971, -4.413, -2.136], [3.367, -5.456, -1.598], [3.726, -4.015, -2.419], [4.883, -3.352, -0.351], [4.389, -4.822, 0.576], [4.954, -3.232, 1.980], [3.168, -3.224, 2.135], [4.149, 0.328, 1.823], [5.287, -0.834, 2.387], [3.688, -0.780, 3.101], [-6.293, 0.049, -1.429], [-7.072, -0.017, 0.114], [-5.945, -0.016, 1.167], [-5.098, -1.596, 1.121], [-7.742, -0.874, 0.189], [-7.699, 0.854, 0.303], [-6.409, 0.030, 2.152], [-5.233, 0.806, 1.095]],
  "lowdin_charge": [-0.1198, -0.1770, -0.1730, -0.1683, -0.1686, -0.1489, 0.0947, 0.0835, 0.0799, 0.1256, 0.0945, 0.1240, 0.0906, 0.0866, 0.0670, 0.0917, -0.1266, -0.1821, -0.1751, -0.1855, -0.1924, -0.1235, 0.0770, 0.0812, 0.0886, 0.1243, 0.1214, 0.1186, 0.1211, 0.0890, 0.0814, 0.0839, -0.0916, -0.1857, -0.1658, -0.2119, -0.1889, -0.1015, 0.0730, 0.0837, 0.0840, 0.1020, 0.1127, 0.0847, 0.1290, 0.0733, 0.0892, 0.0903, -0.1421, -0.1738, -0.1979, -0.1842, -0.1829, -0.1023, 0.0613, 0.0930, 0.0827, 0.1209, 0.1226, 0.1040, 0.1220, 0.0834, 0.0779, 0.0776, -0.1058, -0.1831, -0.1723, -0.1926, -0.2036, -0.0362, 0.0686, 0.0790, 0.0635, 0.1102, 0.1068, 0.1112, 0.1104, 0.0783, 0.0811, 0.0731, -0.1049, -0.1710, -0.2049, -0.1670, -0.1731, -0.1313, 0.0808, 0.0851, 0.0874, 0.1064, 0.1176, 0.0798, 0.1228, 0.0693, 0.0951, 0.0633, -0.1371, -0.1940, -0.1428, -0.1289, -0.2022, -0.1118, 0.0948, 0.0704, 0.0762, 0.1055, 0.1173, 0.1090, 0.1121, 0.0815, 0.0844, 0.0727, -0.0879, -0.1961, -0.2134, -0.2137, -0.1875, -0.1008, 0.0879, 0.0865, 0.0844, 0.1339, 0.1314, 0.1261, 0.1154, 0.0807, 0.0844, 0.0777, 0.6172, -0.6792, -0.6407, 0.5580, 0.0728, 0.0773, 0.0679, 0.0441]
}